Here is C26H51BHfN7O3PS2Si as an isolated structure at a distorted geometry from OMol25. Energies are from the ωB97M-V functional and the def2-TZVPD basis.

Structure (XYZ):
```
93
Properties=species:S:1:pos:R:3:forces:R:3
Hf -0.24242 0.36891 0.02702 0.16 0.99 0.23
C -2.93559 -0.12672 4.13514 0.04 0.05 -0.09
C -2.45190 0.09259 2.71417 0.06 -0.02 0.28
S -0.70344 -0.00713 2.50509 -0.47 0.08 -0.32
C -3.28298 0.37190 1.70431 -0.24 -0.05 -0.17
C -4.77070 0.55033 1.88895 0.09 -0.10 -0.03
S -2.74967 0.54854 0.03094 -0.05 0.02 0.26
H -2.10129 -0.39415 4.78043 -0.02 -0.01 0.00
H -3.67233 -0.93168 4.18408 0.01 0.01 0.01
H -3.39811 0.77474 4.54554 0.01 -0.02 0.00
H -5.04464 0.63707 2.93974 0.00 -0.02 -0.03
H -5.32607 -0.28844 1.45566 0.02 0.04 0.02
H -5.10145 1.45173 1.37013 -0.02 -0.01 0.02
C -0.94701 4.51444 0.11189 0.05 0.00 -0.06
C -0.23856 3.80133 -1.00828 -0.05 -0.01 0.25
C 0.32066 4.49976 -2.05706 0.05 0.01 -0.15
C 0.82862 3.79486 -3.15292 -0.09 0.04 0.05
C 0.66256 2.43268 -3.23125 0.19 0.09 0.08
C 0.02712 1.78255 -2.16089 -0.27 -0.27 -0.39
N -0.27390 2.45608 -1.02047 0.02 -0.27 -0.12
N -0.39379 0.47347 -2.14869 -0.18 0.45 0.00
Si -1.46041 0.05137 -3.47192 -0.19 -0.09 0.05
C -2.46072 -1.47155 -3.07401 -0.07 -0.08 0.03
C -0.60587 -0.23389 -5.11072 0.16 -0.04 -0.07
C -2.66779 1.45921 -3.70552 -0.01 0.17 0.03
H -1.73765 5.13134 -0.31928 0.01 -0.01 0.00
H -0.28396 5.18038 0.66612 -0.01 -0.01 0.00
H -1.41279 3.80218 0.78895 0.00 -0.02 0.03
H 0.33529 5.58097 -2.03383 0.00 -0.02 0.00
H 1.30560 4.33089 -3.96422 0.00 0.00 0.01
H 0.99530 1.85421 -4.08109 0.00 0.04 0.03
H -1.85276 -2.31870 -2.75920 -0.03 -0.04 -0.02
H -3.00556 -1.77573 -3.97505 0.02 0.05 0.08
H -3.18908 -1.24867 -2.28902 0.07 -0.04 -0.02
H 0.24500 -0.91815 -5.04155 -0.05 0.04 0.01
H -0.25867 0.70302 -5.55416 0.01 -0.07 0.00
H -1.33360 -0.66874 -5.80441 0.06 0.03 0.03
H -3.14681 1.69810 -2.75093 -0.01 -0.01 -0.06
H -3.44955 1.20241 -4.42634 0.05 0.00 0.02
H -2.16238 2.36092 -4.06611 -0.07 -0.03 0.01
C 2.53225 0.90441 2.21241 0.14 0.04 0.00
N 1.69411 1.80569 1.36110 -0.39 -0.10 0.08
C 1.07866 2.80681 2.28248 0.30 0.08 0.07
N 2.06964 3.56683 3.03650 0.03 -0.02 -0.09
C 2.86747 2.62257 3.82362 -0.02 0.00 -0.09
N 3.53546 1.63923 2.97066 0.01 0.05 -0.05
C 4.39730 2.35671 2.02536 -0.09 -0.01 -0.02
N 3.63010 3.29666 1.19860 -0.03 -0.03 0.05
C 2.62326 2.54648 0.45931 0.15 -0.05 0.06
C 2.95603 4.24488 2.08591 -0.04 -0.11 0.00
H 3.04061 0.18993 1.56928 -0.01 -0.02 0.00
H 1.87631 0.37293 2.90058 -0.04 0.01 0.03
H 0.42375 2.28206 2.97003 -0.06 -0.05 0.03
H 0.49725 3.49738 1.68752 -0.09 0.04 -0.06
H 2.21138 2.10367 4.52460 0.00 -0.01 0.00
H 3.62237 3.17499 4.38476 0.00 0.01 0.02
H 4.89528 1.63488 1.37620 0.00 -0.01 -0.01
H 5.15086 2.91309 2.58373 0.02 0.00 0.01
H 3.12489 1.82930 -0.18690 -0.01 0.00 -0.01
H 2.04504 3.23351 -0.15512 -0.02 0.05 -0.01
H 2.36413 4.93550 1.48039 0.00 0.02 0.00
H 3.70540 4.81466 2.63728 0.01 0.00 0.01
B 4.26154 -1.18423 -0.99198 0.11 -0.06 0.02
C 2.81476 -0.64771 -0.75937 0.19 -0.08 -0.12
N 1.76810 -0.21693 -0.52394 0.50 -0.39 -0.32
H 4.70647 -1.40054 0.12172 -0.04 0.01 -0.06
H 4.87506 -0.30043 -1.55494 -0.05 -0.04 0.02
H 4.18527 -2.19507 -1.65941 -0.01 0.06 0.04
C 0.10256 -5.69168 -2.24951 -0.02 -0.04 0.05
C 0.16907 -4.20961 -1.97004 0.15 -0.03 0.07
O -0.63626 -3.94323 -0.79796 -0.11 -0.06 -0.35
P -0.74459 -2.45603 -0.19453 0.12 0.41 0.62
O -1.89128 -2.68648 0.89650 0.01 -0.46 -0.09
C -3.20436 -3.15215 0.53873 -0.05 0.05 -0.02
C -3.34555 -4.63199 0.82141 0.09 0.01 0.02
O 0.52989 -2.29117 0.76298 0.05 -0.45 0.03
C 0.85736 -3.18809 1.85303 0.12 0.05 0.03
C 1.84685 -4.23107 1.38360 0.01 -0.01 0.02
H 0.49982 -5.89952 -3.24375 0.03 -0.01 0.04
H -0.93336 -6.03099 -2.20880 0.02 0.00 -0.07
H 0.68015 -6.25751 -1.51784 -0.04 0.01 -0.01
H -0.21320 -3.64319 -2.81825 -0.08 0.10 0.01
H 1.19722 -3.89083 -1.78281 -0.01 0.04 0.02
H -3.40867 -2.92602 -0.51092 -0.01 0.02 0.00
H -3.89136 -2.56754 1.14916 -0.01 0.05 -0.02
H -2.68513 -5.21403 0.17758 -0.06 0.01 0.03
H -4.37840 -4.94189 0.65152 0.03 -0.02 0.00
H -3.08443 -4.83862 1.86101 -0.05 -0.01 -0.03
H -0.05894 -3.62463 2.24656 -0.03 -0.01 -0.01
H 1.29042 -2.55607 2.62524 -0.02 0.06 0.02
H 1.37934 -4.93367 0.69271 0.02 0.02 0.01
H 2.21746 -4.78967 2.24569 0.01 -0.01 -0.05
H 2.69397 -3.75405 0.88705 0.00 -0.02 0.03
```
Positions in Å, forces in eV/Å.

Summary:
- spin multiplicity = 1
- ΔE to the lowest compared entry with this formula, charge and spin (kcal/mol) = 27.3
- F_max (eV Å⁻¹) = 1.028


Here is C26H51BrF3N2O7P2S2Si as an isolated structure at a distorted geometry from OMol25. Energies are from the ωB97M-V functional and the def2-TZVPD basis.

Structure (XYZ):
```
95
Properties=species:S:1:pos:R:3:forces:R:3
C -2.74480 0.79334 -2.82127 -0.14 -0.39 -0.34
C -1.94540 -0.51077 -2.99195 -0.34 0.27 0.42
C -0.88948 -0.75005 -1.89020 -0.11 -0.64 -0.96
C 0.54815 -0.56472 -2.37860 -0.48 0.67 -0.26
C 0.63365 0.68775 -3.28150 0.19 -0.02 0.23
C 1.77989 -0.67680 -1.43325 0.19 -0.92 0.01
C 2.47569 -2.10925 -1.50365 -0.98 1.70 1.26
P 3.62843 -1.81113 -2.96046 -0.22 -0.42 -0.85
O 4.81826 -0.87376 -2.36921 -0.18 -0.18 0.40
Br 4.78629 -3.66874 -3.39061 -0.23 0.16 0.09
C 2.82793 -2.45626 -0.02131 0.97 -1.95 -0.78
S 4.62912 -2.82812 -0.10454 0.27 0.69 0.15
S 2.21693 -4.18451 0.31673 -1.22 -1.40 1.28
C 2.63789 -5.25347 -1.03313 0.22 0.46 -0.41
O 0.78367 -4.21518 0.44317 0.14 0.24 -0.80
O 2.88514 -4.68458 1.49311 0.74 0.30 0.04
N 2.27620 -1.40350 0.98112 0.30 -0.14 -0.46
C 1.37455 -1.90349 2.10377 -1.19 -0.49 0.60
C -0.15817 -2.00009 2.12507 -1.05 0.02 0.25
C -0.83041 -0.89330 2.97878 0.37 0.21 -0.85
C -0.89146 -2.27437 0.81174 0.47 0.51 0.25
P 3.82467 -0.90936 2.10508 2.31 0.54 0.02
C 3.30035 0.57942 3.05176 -0.57 -0.53 0.07
C 3.93910 -2.14212 3.45484 -1.30 -0.02 -0.05
C 1.93009 -0.20910 0.04769 0.52 -0.35 -0.82
C 0.92257 0.74884 0.55759 -0.69 0.21 0.34
C 0.58399 1.94393 -0.33558 0.15 1.06 0.52
O 0.54943 3.08223 0.51548 0.05 -0.06 -0.36
Si 0.25885 4.53848 -0.27889 -0.20 0.93 0.16
C 1.50276 4.91178 -1.62114 -0.31 -0.05 0.12
C 0.31698 5.90808 0.98275 0.07 -0.40 0.07
C -1.46728 4.49676 -1.03427 1.01 -0.44 0.14
O 3.30514 0.35949 -0.03564 0.03 0.81 0.43
C 3.47214 1.64033 -0.09182 0.27 5.01 -0.45
N 3.60220 2.83428 -0.17761 -0.26 -5.38 0.47
H -2.61253 1.47737 -3.64869 0.24 0.35 -0.03
H -3.80406 0.56643 -2.80458 -0.27 -0.01 0.00
H -2.53547 1.27292 -1.87407 0.19 0.32 0.13
H -1.52788 -0.59674 -3.98676 0.17 0.04 -0.20
H -2.66872 -1.31190 -2.91887 -0.07 -0.34 0.01
H -1.00844 -1.79511 -1.64954 0.03 -0.16 0.51
H -1.17134 -0.14086 -1.04739 0.15 0.09 0.40
H 0.68524 -1.37648 -3.08715 0.24 -0.34 -0.01
H 0.38836 0.41061 -4.29483 -0.13 0.01 -0.31
H -0.05853 1.46241 -2.97860 -0.08 0.23 0.07
H 1.63397 1.11141 -3.31772 0.14 0.11 0.01
H 2.46120 -0.02522 -1.95898 0.22 0.46 0.18
H 1.64714 -2.70976 -1.85856 0.14 -0.71 -0.05
H 4.68381 0.01146 -2.71926 0.32 0.31 -0.13
H 4.81291 -3.64341 0.94470 -0.36 0.13 0.16
H 2.07168 -6.15282 -0.83837 -0.19 -0.19 0.38
H 2.30830 -4.86680 -1.98531 -0.08 0.23 -0.19
H 3.69559 -5.45524 -1.06597 0.25 0.01 0.10
H 1.59972 -1.33057 2.99180 0.15 0.47 -0.14
H 1.74388 -2.88506 2.36216 0.32 -0.15 -0.35
H -0.37196 -2.88292 2.71452 0.65 -0.43 0.18
H -1.46729 -1.31414 3.74245 -0.05 -0.07 0.27
H -0.10345 -0.21975 3.42301 0.09 0.02 0.36
H -1.45888 -0.27724 2.35587 -0.25 0.27 -0.14
H -0.15935 -2.28895 0.02310 -0.13 0.02 -0.38
H -1.61735 -1.50784 0.61183 -0.35 0.28 -0.08
H -1.37417 -3.23852 0.81408 -0.14 -0.18 -0.05
H 2.23142 0.76463 3.04622 -0.08 0.21 0.05
H 3.84966 1.43994 2.70150 -0.04 0.28 -0.37
H 3.56451 0.44200 4.09382 0.14 -0.25 0.22
H 4.09646 -3.16077 3.12741 0.22 -0.13 -0.23
H 4.77645 -1.79632 4.04950 0.39 0.15 -0.05
H 3.06552 -2.15171 4.10100 0.00 -0.01 0.28
H -0.01793 0.24765 0.73794 -0.07 -0.58 0.05
H 1.20704 1.14947 1.52210 0.21 0.18 0.04
H 1.30257 2.13631 -1.12767 0.18 -0.31 -0.19
H -0.39476 1.85673 -0.79617 -0.19 -0.43 -0.14
H 1.37115 4.29187 -2.50198 0.15 -0.24 -0.18
H 2.53076 4.89437 -1.28552 0.22 -0.18 0.06
H 1.30214 5.92947 -1.94679 -0.14 0.25 -0.06
H 1.32117 6.16639 1.30043 0.24 -0.06 0.05
H -0.11928 6.80192 0.55169 -0.14 0.20 -0.14
H -0.25828 5.65411 1.86815 -0.13 -0.02 0.16
H -1.86501 5.50023 -1.07700 -0.24 0.21 -0.08
H -2.09427 3.86037 -0.42681 -0.44 -0.08 0.17
H -1.40636 4.07683 -2.03365 -0.22 -0.01 -0.27
C -7.89976 -0.41033 -0.06245 0.25 0.15 -0.13
C -7.36094 -0.52634 1.34592 -0.54 -0.21 -0.07
O -5.93509 -0.29037 1.37937 0.10 -0.14 0.08
C -5.55948 0.97434 1.39819 -0.16 -0.29 0.01
O -6.25745 1.93773 1.39008 -0.05 0.38 -0.01
C -4.02635 1.04744 1.47727 0.13 0.13 -0.07
F -3.44642 0.18806 0.62389 0.07 -0.20 -0.11
F -3.60352 0.74920 2.70833 -0.06 -0.12 0.21
F -3.58537 2.25749 1.17856 0.01 0.33 -0.08
H -7.36104 -1.08031 -0.73323 -0.06 -0.08 0.03
H -8.95702 -0.66861 -0.08242 -0.01 -0.02 0.03
H -7.78504 0.60356 -0.44473 -0.07 0.03 0.06
H -7.49573 -1.53590 1.72577 0.20 -0.03 0.02
H -7.86521 0.15524 2.02832 0.14 0.14 -0.02
```
Positions in Å, forces in eV/Å.

Summary:
- spin multiplicity = 1
- ΔE to the lowest compared entry with this formula, charge and spin (kcal/mol) = 0.0
- F_max (eV Å⁻¹) = 5.405
- charge = +1


Here is a 22-piece molecular cluster, C26H51Cl42NO3 overall from OMol25. Energies are from the ωB97M-V functional and the def2-TZVPD basis.

Structure (XYZ):
```
123
Properties=species:S:1:pos:R:3:forces:R:3
O 3.96977 7.12571 0.98968 0.36 -0.43 -0.06
C 2.79398 6.78531 0.82797 -0.10 0.88 0.27
O 1.76709 7.48147 0.71002 -0.16 -0.28 -0.25
C 2.48908 5.26772 0.74363 -0.56 -0.54 0.44
C 2.54324 4.82474 -0.70312 0.41 0.34 -0.57
N 2.67330 3.31320 -0.81213 -0.42 -0.11 0.81
C 2.11169 2.67019 0.42182 -0.33 0.22 0.19
C 3.01631 3.10076 1.56450 -0.11 -0.04 -0.19
O 3.38216 4.46702 1.51701 0.34 -0.03 -0.36
H 1.47885 5.14229 1.14303 0.00 0.08 -0.07
H 3.43755 5.23387 -1.18027 -0.05 0.00 0.05
H 1.67011 5.14053 -1.27273 -0.04 -0.03 0.17
H 3.67239 3.07652 -0.82167 -0.28 -0.05 -0.29
H 2.18530 2.93812 -1.62230 0.30 0.02 -0.19
H 2.08729 1.58683 0.31915 0.22 0.07 -0.10
H 1.07108 2.98603 0.55369 0.75 0.00 -0.62
H 2.55588 2.87253 2.52931 -0.09 -0.16 -0.13
H 3.93955 2.52849 1.46626 -0.09 -0.03 0.12
C -1.17061 2.55426 3.49196 -0.04 -0.01 0.09
Cl -0.69915 0.85847 3.68592 -0.09 -0.02 0.11
Cl -0.31992 3.26207 2.11502 -0.72 0.25 0.60
H -2.23697 2.60552 3.31180 0.01 -0.04 -0.08
H -0.90993 3.10068 4.39064 0.15 -0.03 -0.03
C -5.22967 1.91404 1.66718 -0.12 0.01 -0.08
Cl -3.92368 0.89577 2.30109 0.17 0.31 0.04
Cl -5.10767 3.56942 2.26389 -0.03 -0.09 -0.04
H -5.16325 1.92510 0.58478 0.07 0.01 0.01
H -6.17665 1.49194 1.98241 0.04 -0.03 0.07
C 0.37378 -0.63300 -1.90855 -0.05 0.02 -0.22
Cl -0.83240 0.66011 -1.97832 0.02 0.01 0.09
Cl 2.02719 0.01651 -1.82055 0.05 -0.09 -0.07
H 0.19114 -1.24422 -1.02788 0.07 0.43 -0.37
H 0.28591 -1.22541 -2.81414 0.24 0.37 0.22
C -9.48803 1.58745 2.20167 -0.03 -0.05 0.08
Cl -9.00398 -0.10199 2.39522 0.01 0.01 0.03
Cl -8.60449 2.37026 0.88235 -0.11 0.26 0.07
H -10.54846 1.62458 1.98152 0.02 -0.04 -0.10
H -9.27332 2.11989 3.12064 0.08 -0.07 -0.08
C -8.54993 -0.79006 -1.95226 0.05 -0.10 -0.04
Cl -7.23741 -0.09921 -0.99530 0.14 0.12 -0.24
Cl -10.13546 -0.24025 -1.39389 -0.03 -0.01 -0.05
H -8.42182 -0.48429 -2.98357 -0.02 0.08 0.02
H -8.50833 -1.87066 -1.86967 -0.02 0.01 0.10
C 5.90180 4.15569 3.99983 -0.06 0.31 -0.13
Cl 5.10464 2.59823 3.70223 0.28 -0.07 0.50
Cl 7.53969 4.16679 3.33751 -0.12 0.08 0.10
H 5.31940 4.93458 3.51579 -0.01 -0.08 -0.13
H 5.95392 4.31961 5.06914 0.05 -0.11 0.01
C -3.05542 -1.57629 -4.40953 -0.06 0.10 -0.05
Cl -1.44681 -2.18715 -3.97361 -0.35 -0.31 -0.31
Cl -4.25992 -1.92514 -3.17069 -0.01 0.02 0.01
H -2.98547 -0.50193 -4.53240 0.04 0.01 0.08
H -3.35918 -2.04876 -5.33573 0.03 -0.07 0.03
C 2.76244 -4.10813 -0.92665 0.14 0.18 0.08
Cl 1.18782 -3.57305 -1.54406 0.12 -0.44 -0.15
Cl 3.51237 -2.89093 0.11379 -0.02 0.00 -0.01
H 2.61804 -5.01060 -0.35303 -0.04 0.05 0.11
H 3.41408 -4.29479 -1.76960 0.01 0.06 -0.02
C 0.70272 -7.27530 -1.26300 -0.02 0.09 0.05
Cl -0.16298 -8.23187 -2.46577 -0.10 0.11 -0.08
Cl 2.45401 -7.30680 -1.53990 -0.04 -0.20 -0.05
H 0.35962 -6.24842 -1.32411 0.03 0.00 -0.09
H 0.50087 -7.68514 -0.28164 0.06 -0.11 -0.03
C -9.06853 2.87344 6.43943 0.06 0.01 0.09
Cl -8.31200 1.34687 5.97145 0.01 0.00 0.00
Cl -10.05211 3.54319 5.13136 -0.08 0.13 0.10
H -9.70756 2.69935 7.29657 -0.05 -0.05 -0.05
H -8.29019 3.58618 6.68631 0.02 0.00 -0.08
C 6.96207 1.89273 0.46301 0.08 0.00 0.17
Cl 7.72803 0.36614 0.02145 0.01 0.03 -0.01
Cl 5.77412 2.38770 -0.76338 0.15 -0.10 -0.13
H 6.45733 1.77856 1.41442 -0.05 -0.01 -0.02
H 7.71747 2.66776 0.52538 -0.03 0.03 -0.08
C 1.73418 -10.78506 -4.11646 0.02 0.05 0.02
Cl 1.81555 -10.60232 -5.87350 0.02 0.03 0.00
Cl 0.87746 -12.25928 -3.64437 0.00 0.00 0.04
H 2.74381 -10.83163 -3.72620 0.01 -0.06 -0.04
H 1.20262 -9.93601 -3.70447 0.05 -0.09 -0.08
C 9.26026 2.82618 -2.98216 0.10 0.13 0.15
Cl 7.90480 3.97203 -3.04018 0.19 0.01 -0.04
Cl 10.81961 3.65934 -3.00259 0.01 -0.03 0.03
H 9.18524 2.25172 -2.06528 -0.01 0.04 0.02
H 9.20856 2.17321 -3.84076 0.00 0.06 -0.08
C -6.43135 7.24767 3.97837 0.01 0.08 -0.01
Cl -5.61737 6.87896 2.45695 0.01 0.12 0.00
Cl -6.99644 5.77807 4.78750 -0.03 0.00 0.05
H -5.73496 7.75880 4.63198 0.05 -0.08 0.01
H -7.28834 7.87682 3.77079 -0.04 -0.06 -0.04
C -8.02592 2.93213 -2.95954 -0.01 0.02 0.08
Cl -8.74366 1.98531 -4.27204 -0.05 0.02 0.00
Cl -6.26378 2.99090 -3.08725 0.00 0.02 0.07
H -8.41148 3.94308 -3.01322 0.03 0.00 -0.09
H -8.29311 2.47121 -2.01480 0.04 -0.09 -0.04
C -6.03007 -3.29727 1.74513 0.06 -0.07 0.04
Cl -5.27027 -1.76643 2.19819 -0.16 -0.33 0.02
Cl -7.15954 -3.07456 0.40586 -0.08 -0.31 0.08
H -5.25834 -3.99097 1.43090 0.04 0.07 -0.05
H -6.56794 -3.68860 2.60058 -0.07 0.06 -0.02
C 11.36195 2.28444 3.84585 0.03 -0.02 0.05
Cl 12.08377 3.89310 3.93271 0.02 -0.01 0.02
Cl 10.08050 2.19923 2.63000 0.13 -0.17 -0.08
H 12.13344 1.57088 3.58318 0.01 0.03 -0.07
H 10.93337 2.04386 4.81133 -0.05 0.06 -0.01
C -3.16747 -9.71223 -0.24423 -0.01 -0.05 -0.12
Cl -4.46854 -10.01581 0.90883 -0.01 -0.01 -0.02
Cl -1.88398 -8.71514 0.45578 -0.09 -0.01 0.20
H -2.73870 -10.66063 -0.54469 0.03 -0.01 0.07
H -3.57599 -9.19079 -1.10153 0.00 0.06 0.04
C -1.86995 -1.89770 1.29312 -0.08 0.00 0.01
Cl -2.62343 -2.88218 0.03038 -0.04 -0.01 -0.01
Cl -0.11642 -1.83467 1.06764 0.02 -0.05 0.75
H -2.26713 -0.89184 1.24075 0.03 0.01 -0.12
H -2.08182 -2.33713 2.26056 0.04 -0.07 -0.03
C 6.65390 -0.39534 -4.91814 -0.02 0.01 -0.05
Cl 8.02212 -1.38922 -4.39527 -0.08 -0.03 -0.05
Cl 6.86379 1.29720 -4.45590 -0.30 -0.18 -0.09
H 6.57575 -0.45131 -5.99749 0.07 0.01 0.00
H 5.75212 -0.77564 -4.45205 0.04 0.03 0.09
C 6.46761 -5.09096 -4.27385 0.09 0.11 -0.13
Cl 7.71108 -4.75832 -3.07144 0.01 -0.07 0.06
Cl 4.93689 -5.59476 -3.54203 -0.04 -0.07 -0.04
H 6.29126 -4.18504 -4.84240 -0.01 0.03 0.05
H 6.81460 -5.88416 -4.92488 -0.02 -0.06 0.06
```
Positions in Å, forces in eV/Å.

Summary:
- energy (Eh) = -20629.68684
- spin multiplicity = 1
- F_max (eV Å⁻¹) = 0.975


> The lowest F_max belongs to which entry?

C26H51Cl42NO3